No. 1
C4H2N2 | ωB97M-V with the def2-TZVPD basis set

Geometry as ORCA input:
```
! wB97M-V def2-TZVPD RIJCOSX def2/J DEFGRID3
* xyz 0 1
C 2.06 -1.30 -0.80
C -0.08 1.33 2.31
C 1.55 -0.23 -0.93
C 0.90 2.05 -1.58
N 0.90 1.46 1.70
N 1.16 0.98 -1.21
H 2.32 -2.27 -0.59
H -1.00 1.06 2.90
*
```

Calculated values
ΔE to the lowest compared entry with this formula, charge and spin in kcal/mol: 71.0
HOMO energy in eV: -10.49

***

No. 2
C46H41CoNO9 | ωB97M-V with the def2-TZVPD basis set

Geometry as ORCA input:
```
! wB97M-V def2-TZVPD RIJCOSX def2/J DEFGRID3
* xyz 1 5
Co 1.01 -0.52 1.33
O 3.39 2.03 3.72
C 2.70 1.07 3.12
O 1.71 1.25 2.42
C 3.18 -0.32 3.38
C 4.27 -0.64 4.18
C 4.53 -1.98 4.41
C 3.66 -2.93 3.89
C 2.59 -2.52 3.11
N 2.38 -1.23 2.82
C 1.46 -3.44 2.72
O 1.74 -4.73 2.51
O 0.34 -3.02 2.69
H 2.96 2.88 3.53
H 4.87 0.15 4.61
H 5.37 -2.28 5.02
H 3.80 -3.97 4.14
H 2.69 -4.90 2.48
C -3.50 0.33 -2.93
C -2.60 1.44 -2.39
C -2.93 2.79 -2.99
O -1.23 1.11 -2.65
C -0.67 0.45 -1.53
C -1.83 0.52 -0.49
O -2.68 1.53 -0.98
C -1.71 0.58 1.06
O -0.76 -0.40 1.38
C -1.37 1.89 1.75
C -1.31 3.13 1.15
C -1.02 4.26 1.90
C -0.78 4.16 3.26
C -0.86 2.92 3.88
C -1.16 1.80 3.13
C -3.06 0.09 1.61
C -4.16 0.94 1.63
C -5.38 0.49 2.08
C -5.53 -0.82 2.52
C -4.44 -1.67 2.51
C -3.20 -1.22 2.05
C 0.82 0.92 -1.35
O 1.35 0.14 -0.32
C 1.05 2.40 -1.10
C 0.50 3.37 -1.94
C 0.79 4.71 -1.76
C 1.66 5.11 -0.76
C 2.26 4.15 0.04
C 1.95 2.81 -0.14
C 1.61 0.50 -2.62
C 2.56 1.33 -3.19
C 3.31 0.91 -4.28
C 3.13 -0.35 -4.82
C 2.18 -1.19 -4.25
C 1.44 -0.77 -3.16
H -3.44 0.32 -4.02
H -4.53 0.51 -2.63
H -3.18 -0.64 -2.57
H -2.71 2.78 -4.05
H -2.36 3.57 -2.50
H -3.99 2.99 -2.85
H -0.56 -0.61 -1.75
H -2.33 -0.45 -0.63
H -1.51 3.23 0.09
H -0.98 5.22 1.41
H -0.57 5.05 3.84
H -0.71 2.83 4.95
H -1.25 0.84 3.62
H -4.04 1.97 1.29
H -6.23 1.16 2.09
H -6.49 -1.17 2.88
H -4.54 -2.69 2.86
H -2.35 -1.88 2.06
H -0.13 3.07 -2.76
H 0.34 5.45 -2.41
H 1.90 6.16 -0.62
H 2.97 4.45 0.80
H 2.44 2.06 0.47
H 2.74 2.32 -2.80
H 4.05 1.58 -4.71
H 3.70 -0.67 -5.67
H 2.01 -2.18 -4.66
H 0.71 -1.45 -2.74
C 2.91 -3.93 -1.30
C 1.69 -3.29 -0.69
O 1.87 -2.44 0.18
C 0.36 -3.69 -1.18
C -0.79 -3.34 -0.48
C -2.04 -3.70 -0.95
C -2.15 -4.40 -2.15
C -1.01 -4.76 -2.86
C 0.24 -4.42 -2.37
H 3.79 -3.66 -0.72
H 3.04 -3.55 -2.32
H 2.80 -5.01 -1.36
H -0.72 -2.79 0.44
H -2.93 -3.45 -0.39
H -3.13 -4.68 -2.52
H -1.10 -5.31 -3.78
H 1.12 -4.70 -2.93
*
```

Calculated values
HOMO energy (alpha / beta) in eV: -10.67 / -10.67
Expectation value of S²: 6.021

***

No. 3
C29H26F4N6O2PtTe | ωB97M-V with the def2-TZVPD basis set

Geometry as ORCA input:
```
! wB97M-V def2-TZVPD RIJCOSX def2/J DEFGRID3
* xyz 2 5
Pt -1.27 -0.68 -0.62
O 0.55 -1.09 -3.26
C -0.27 -0.18 -3.33
O -1.13 0.16 -2.46
C -0.31 0.69 -4.59
N 0.55 0.02 -5.63
C 1.51 1.04 -6.20
C 0.93 2.37 -5.76
C 0.33 2.07 -4.40
H -1.33 0.77 -4.97
H -0.02 -0.42 -6.36
H 1.04 -0.74 -5.11
H 1.56 0.90 -7.28
H 2.49 0.84 -5.77
H 0.16 2.71 -6.46
H 1.71 3.14 -5.72
H -0.41 2.80 -4.08
H 1.11 2.01 -3.63
F 0.93 2.31 0.91
C 0.78 3.54 1.43
C 1.72 4.01 2.32
F 2.74 3.21 2.61
C 1.63 5.30 2.87
C 0.55 6.09 2.45
C -0.40 5.62 1.55
F -1.42 6.40 1.23
C -0.32 4.32 1.03
C -1.33 3.80 0.14
C -1.56 2.42 0.07
N -1.75 1.29 0.00
C -2.13 4.59 -0.69
N -2.77 5.20 -1.43
F 0.38 7.31 2.93
C 2.61 5.79 3.83
C 2.70 7.14 4.17
N 2.82 8.24 4.48
C 3.50 4.92 4.47
N 4.23 4.20 5.00
C -0.13 -2.38 2.79
C -1.30 -1.42 2.50
C -0.96 0.01 2.96
C -2.58 -1.92 3.17
N -1.51 -1.39 1.10
H 0.01 -2.44 3.86
H 0.79 -2.01 2.33
H -0.35 -3.38 2.41
H -0.73 -0.02 4.02
H -1.81 0.68 2.81
H -0.09 0.39 2.42
H -2.53 -1.71 4.24
H -2.70 -2.99 3.04
H -3.46 -1.41 2.78
C -1.93 -4.24 -0.07
Te -0.90 -3.06 -1.51
C 0.87 -3.73 -0.53
C 0.44 -5.02 0.12
C 1.39 -5.96 0.51
C 1.00 -7.15 1.10
C -0.36 -7.41 1.29
C -1.31 -6.49 0.90
C -0.92 -5.29 0.32
H -2.84 -4.64 -0.50
H -2.19 -3.59 0.78
H 1.18 -2.96 0.18
H 1.64 -3.87 -1.28
H 2.44 -5.76 0.35
H 1.74 -7.87 1.40
H -0.67 -8.35 1.74
H -2.36 -6.70 1.04
*
```

Calculated values
ΔE to the lowest compared entry with this formula, charge and spin in kcal/mol: 0.7
HOMO energy (alpha / beta) in eV: -13.24 / -13.88
Expectation value of S²: 6.056

***

No. 4
C8H12N4O | ωB97M-V with the def2-TZVPD basis set

Geometry as ORCA input:
```
! wB97M-V def2-TZVPD RIJCOSX def2/J DEFGRID3
* xyz 0 1
C -1.83 0.71 0.10
C -0.49 0.91 -0.14
C -2.15 -0.58 -0.34
C 0.48 1.81 0.51
C 1.13 -0.75 -1.24
C -3.54 -1.16 -0.51
C 1.31 -2.11 -1.77
C 2.47 2.15 1.78
N -1.07 -1.27 -0.79
N -0.05 -0.30 -0.70
N 1.30 0.12 2.12
N 1.31 1.29 1.45
O 0.68 2.90 0.01
H -2.53 1.16 0.67
H 1.87 -0.08 -1.52
H -3.63 -1.74 -1.54
H -3.71 -1.79 0.35
H -4.30 -0.46 -0.40
H 1.84 -2.72 -1.04
H 1.84 -2.20 -2.70
H 0.31 -2.55 -1.93
H 2.60 2.78 0.90
H 2.31 2.88 2.70
H 3.29 1.54 2.03
H 0.55 -0.53 2.00
*
```

Calculated values
ΔE to the lowest compared entry with this formula, charge and spin in kcal/mol: 102.0
HOMO energy (alpha / beta) in eV: -8.58 / -6.98

***

No. 5
C8H18N2O | ωB97M-V with the def2-TZVPD basis set

Geometry as ORCA input:
```
! wB97M-V def2-TZVPD RIJCOSX def2/J DEFGRID3
* xyz 0 1
C 3.77 -1.28 -0.87
C 2.60 -0.47 -0.40
C 3.10 0.77 0.36
C 1.96 1.82 0.70
N 0.92 1.04 1.33
O -0.18 1.89 1.71
N -0.46 1.14 0.54
C -1.44 0.12 0.68
C -2.47 0.52 -0.31
C -3.85 -0.11 -0.23
C -3.76 -1.65 -0.49
H 4.59 -0.49 -0.88
H 3.76 -2.10 -0.12
H 3.49 -1.62 -1.93
H 2.00 -1.11 0.24
H 2.00 -0.24 -1.27
H 3.65 0.40 1.19
H 3.68 1.36 -0.32
H 1.64 2.13 -0.22
H 2.20 2.62 1.33
H -0.96 -0.89 0.40
H -1.66 -0.07 1.69
H -2.01 0.40 -1.31
H -2.62 1.54 -0.14
H -4.36 0.04 0.78
H -4.55 0.31 -0.97
H -2.82 -1.80 -0.99
H -3.66 -2.21 0.47
H -4.57 -2.06 -0.96
*
```

Calculated values
ΔE to the lowest compared entry with this formula, charge and spin in kcal/mol: 143.0
SMILES string: CCCCn1on1CCCC
HOMO energy in eV: -9.57

***

No. 6
C4H15N2O2 | ωB97M-V with the def2-TZVPD basis set

Geometry as ORCA input:
```
! wB97M-V def2-TZVPD RIJCOSX def2/J DEFGRID3
* xyz 1 1
N -2.47 1.32 -2.40
C 0.62 -1.45 -0.22
C 0.25 -1.77 1.21
C 1.44 -1.45 2.16
O 1.42 -2.28 3.33
C 0.01 -0.35 -0.94
N 0.64 1.05 -0.63
H -3.34 0.88 -2.25
H -2.22 1.24 -3.40
H -2.43 2.31 -2.15
H 1.06 -2.29 -0.67
H -0.60 -1.21 1.59
H 0.06 -2.86 1.39
H 2.33 -1.76 1.50
H 1.48 -0.43 2.61
H 2.06 -2.98 3.27
H -0.95 -0.01 -0.69
H 0.02 -0.44 -1.99
H 0.67 1.11 0.43
H 1.56 1.09 -0.99
H -0.25 2.66 -0.56
H -0.50 4.18 -0.02
O -0.86 3.43 -0.57
*
```

Calculated values
ΔE to the lowest compared entry with this formula, charge and spin in kcal/mol: 124.0
HOMO energy in eV: -12.96

***

No. 7
C34H31BrN7O7PRe | ωB97M-V with the def2-TZVPD basis set

Geometry as ORCA input:
```
! wB97M-V def2-TZVPD RIJCOSX def2/J DEFGRID3
* xyz 2 4
Re -0.03 -1.13 -0.58
Br -2.44 -2.19 -0.41
C -1.60 -3.86 0.01
C -2.30 -4.85 0.65
C -1.78 -6.13 0.82
C -0.53 -6.46 0.33
C 0.21 -5.46 -0.34
C 1.38 -5.72 -1.10
C 2.11 -4.72 -1.72
C 1.78 -3.37 -1.49
C 0.61 -3.06 -0.90
C -0.23 -4.11 -0.38
H -3.23 -4.61 1.17
H -2.23 -6.84 1.55
H -0.10 -7.46 0.36
H 1.70 -6.78 -1.11
H 2.94 -4.93 -2.38
H 2.48 -2.58 -1.83
C 0.53 1.28 3.67
C -0.17 0.90 2.39
P -0.09 -0.92 2.01
C 1.34 -1.58 3.00
C 1.92 -2.87 2.40
C -1.55 -1.70 2.89
C -1.28 -3.17 3.28
H 0.05 0.85 4.54
H 0.50 2.37 3.78
H 1.62 0.98 3.62
H 0.24 1.34 1.49
H -1.25 1.04 2.37
H 1.05 -1.67 4.06
H 2.10 -0.77 2.98
H 1.38 -3.73 2.77
H 3.00 -2.99 2.65
H 1.84 -2.95 1.29
H -2.45 -1.53 2.29
H -1.68 -1.14 3.84
H -0.63 -3.25 4.22
H -0.82 -3.75 2.47
H -2.15 -3.69 3.64
N 5.57 0.57 1.72
C 4.60 0.71 1.13
C 3.45 0.85 0.27
C 3.27 2.13 -0.33
C 2.21 2.32 -1.18
C 1.43 1.24 -1.50
N 1.53 0.09 -0.82
C 2.59 -0.18 0.02
H 3.95 2.94 -0.17
H 1.88 3.26 -1.58
H 0.60 1.24 -2.26
H 2.70 -1.19 0.40
N 4.78 5.40 -1.25
C 3.68 5.73 -0.95
C 2.36 6.06 -0.57
C 1.32 6.35 -1.44
C 0.05 6.61 -0.94
C -0.14 6.54 0.44
N 0.88 6.26 1.28
C 2.08 6.10 0.85
H 1.53 6.42 -2.51
H -0.75 6.97 -1.58
H -1.08 6.77 0.95
H 2.90 6.04 1.58
O -4.69 3.75 -4.62
N -4.16 2.66 -4.90
O -3.90 2.25 -6.03
C -3.66 1.91 -3.78
C -2.72 0.92 -4.10
C -2.00 0.32 -3.07
C -2.20 0.65 -1.66
O -1.25 0.66 -0.77
C -3.41 1.42 -1.39
C -4.10 2.04 -2.44
N -3.93 1.47 -0.09
O -3.42 0.69 0.75
O -4.77 2.32 0.16
N -0.98 -0.53 -3.46
O -0.46 -0.44 -4.58
O -0.42 -1.34 -2.53
H -2.61 0.53 -5.11
H -4.94 2.69 -2.21
*
```

Calculated values
HOMO energy (alpha / beta) in eV: -13.88 / -14.09
Expectation value of S²: 3.794

***

No. 8
C29H35BN2O6 | ωB97M-V with the def2-TZVPD basis set

Geometry as ORCA input:
```
! wB97M-V def2-TZVPD RIJCOSX def2/J DEFGRID3
* xyz 0 1
C -5.51 -4.36 0.80
C -5.37 -4.55 -0.59
C -5.82 -3.54 -1.59
C -6.38 -2.20 -1.22
C -5.88 -1.47 -0.12
C -6.47 -0.26 0.23
C -7.42 0.24 -0.67
C -7.81 -0.38 -1.87
C -7.27 -1.63 -2.15
C -8.72 0.54 -2.60
C -8.74 1.83 -1.73
N -8.00 1.45 -0.54
C -7.67 2.36 0.52
C -7.20 1.60 1.75
C -6.15 0.52 1.45
C -4.63 -5.63 -1.14
C -4.00 -6.51 -0.29
C -4.08 -6.23 1.09
C -4.79 -5.17 1.66
C -4.80 -5.01 3.14
C -3.65 -5.77 3.81
C -3.43 -7.18 3.25
N -3.44 -7.17 1.81
C -2.94 -8.25 0.99
C -3.24 -7.78 -0.46
H -6.08 -3.52 1.20
H -6.44 -4.02 -2.36
H -4.91 -3.29 -2.09
H -5.02 -1.84 0.44
H -7.50 -2.14 -3.08
H -9.73 0.13 -2.69
H -8.37 0.77 -3.62
H -9.76 2.14 -1.48
H -8.26 2.67 -2.25
H -8.56 2.96 0.74
H -6.87 3.05 0.19
H -6.79 2.31 2.47
H -8.05 1.11 2.22
H -5.15 0.98 1.35
H -6.08 -0.17 2.30
H -4.49 -5.68 -2.22
H -5.77 -5.36 3.53
H -4.74 -3.94 3.38
H -3.84 -5.84 4.88
H -2.74 -5.19 3.67
H -4.21 -7.85 3.63
H -2.46 -7.58 3.57
H -1.87 -8.42 1.17
H -3.46 -9.20 1.21
H -3.82 -8.54 -1.00
H -2.30 -7.65 -1.01
C -5.09 -0.45 -6.34
C -4.69 -1.14 -5.08
O -4.96 -0.85 -3.94
O -3.96 -2.26 -5.40
B -3.01 -2.82 -4.59
O -2.65 -4.13 -4.75
C -3.55 -5.18 -4.98
C -2.82 -6.21 -5.78
O -4.67 -5.21 -4.52
O -2.36 -2.04 -3.66
C -1.95 -2.51 -2.43
C -0.79 -1.70 -1.96
O -2.51 -3.41 -1.85
H -4.81 -1.07 -7.20
H -6.16 -0.24 -6.35
H -4.58 0.52 -6.40
H -1.74 -6.17 -5.56
H -3.21 -7.22 -5.58
H -2.98 -6.01 -6.85
H -0.73 -0.76 -2.53
H -0.88 -1.48 -0.89
H 0.13 -2.27 -2.09
*
```

Calculated values
ΔE to the lowest compared entry with this formula, charge and spin in kcal/mol: 0.0
SMILES string: c1c(Cc2cc3c4c(c2)CCN4CCC3)cc2c3c1CCCN3CC2.CC(=O)OB(OC(C)=O)OC(C)=O
HOMO energy in eV: -6.01